# 1
The following is a quantum chemistry calculation of a cluster of 2 separate species, C12H14NO in total, from the OMol25 dataset.

Atoms and positions in Å:
C (2.55938, -3.26847, -0.12911)
C (1.81968, -2.65412, 0.55296)
C (-3.73692, -0.22743, 0.61093)
C (-2.57976, -0.07596, 1.40783)
C (-3.60992, -0.39565, -0.82314)
C (-1.33753, -0.03414, 0.81168)
C (-2.33332, -0.17761, -1.44825)
C (-1.22585, 0.10826, -0.67179)
C (1.12270, 1.36457, 0.70010)
C (2.04942, 1.16912, 1.64198)
C (2.39792, 0.70693, -1.34270)
C (0.11063, 0.23798, -1.21899)
N (1.12104, 0.73475, -0.57888)
O (0.25719, 2.46937, 0.67294)
H (3.44478, -3.68554, -0.63735)
H (-4.84555, -0.33881, 0.92435)
H (-2.51377, -0.04250, 2.53241)
H (-4.44937, -0.70587, -1.39295)
H (-0.44681, 0.01554, 1.42553)
H (-2.24390, -0.21824, -2.52973)
H (2.11701, 1.83180, 2.44756)
H (2.54123, 0.22916, 1.61540)
H (0.99227, -2.08369, 0.99015)
H (3.15311, 0.01748, -0.74729)
H (2.87101, 1.71291, -1.53329)
H (2.24765, 0.27138, -2.47402)
H (0.12675, 0.03810, -2.27351)
H (0.39092, 3.00066, 1.46718)

The HOMO-LUMO gap is 8.105 eV. Its HOMO energy is -12.998 eV. As for the net charge: +1. The total energy is -595.2411 Eh. The spin multiplicity is 1.

Results of the Mulliken charge analysis, in e, for atoms 1 through 6: atom 1 (C): -0.257, atom 2 (C): -0.507, atom 3 (C): -0.383, atom 4 (C): -0.692, atom 5 (C): -0.587, atom 6 (C): 0.007



# 2
The following is a quantum chemistry calculation of the molecule C12H14O2, from the OMol25 dataset.

Atoms and positions in Å:
C (3.23484, -0.12033, 0.85354)
C (2.55913, 0.75218, 1.58723)
C (1.14624, 1.35905, 1.14111)
C (-0.51697, 1.35002, -0.65822)
C (-0.78968, 2.31066, -1.57184)
C (-2.13720, 2.43864, -1.87542)
C (-3.10100, 1.40221, -1.64156)
C (-2.69084, 0.42758, -0.65946)
C (-1.43742, 0.33725, -0.38347)
C (-0.04814, -1.47914, -0.29069)
C (0.65292, -2.44102, 0.60307)
C (0.22662, -3.79750, 0.94382)
H (3.14764, -0.11250, -0.15583)
H (4.12336, -0.51791, 1.32556)
H (2.75004, 0.77327, 2.70360)
H (0.47194, 0.74646, 1.83397)
H (1.05197, 2.40807, 1.55474)
H (-0.13833, 3.06814, -1.86770)
H (-2.27494, 3.26934, -2.74910)
H (-4.17460, 1.46221, -2.15098)
H (-3.25381, -0.61404, -0.56894)
H (-0.46706, -1.89548, -1.15741)
H (0.84538, -0.79517, -0.61330)
H (1.31872, -2.08731, 1.35854)
H (-0.66878, -4.43881, 0.57202)
H (0.63067, -4.33743, 1.75143)
O (0.78789, 1.34096, -0.26529)
O (-1.24857, -0.80943, 0.38057)

The HOMO-LUMO gap is 9.405 eV. Its SMILES is C=CCOc1ccccc1OCC=C. Its HOMO energy is -8.541 eV. As for the net charge: 0. The total energy is -615.9063 Eh. The spin multiplicity is 1.

Results of the Mulliken charge analysis, in e, for atoms 1 through 6: atom 1 (C): -0.968, atom 2 (C): -0.093, atom 3 (C): -0.269, atom 4 (C): 0.355, atom 5 (C): -0.617, atom 6 (C): -0.380



# 3
The following is a quantum chemistry calculation of the molecule C12H14P2, from the OMol25 dataset.

Atoms and positions in Å:
C (-2.27875, 0.83294, -2.77634)
C (-1.46182, -0.35683, -2.58945)
C (0.72076, 1.15109, 0.04479)
C (-0.66352, -0.46504, 1.45019)
C (-2.85414, 1.82346, -2.05324)
C (-0.76551, -0.77440, -1.53853)
C (1.42408, 0.54259, 1.01876)
C (0.62421, -0.37256, 1.83379)
C (-2.03772, 2.04300, 0.80986)
C (0.09660, -1.94427, -1.31664)
C (2.87993, 0.73693, 1.27926)
C (1.21596, -1.15810, 2.95768)
P (-3.14435, 2.53147, -0.37301)
P (-0.99350, 0.61287, 0.05768)
H (-2.46300, 0.94704, -3.84439)
H (-1.39856, -0.95930, -3.49612)
H (1.10571, 1.85243, -0.67535)
H (-1.41309, -1.07336, 1.92518)
H (-3.38847, 2.52544, -2.69764)
H (0.03636, -2.61618, -2.17245)
H (-0.21195, -2.48021, -0.41910)
H (1.13435, -1.64252, -1.18147)
H (3.34622, 1.26778, 0.45524)
H (3.36865, -0.22875, 1.39834)
H (3.03771, 1.31062, 2.19226)
H (1.56074, -2.12446, 2.58675)
H (0.46461, -1.34428, 3.72081)
H (2.05852, -0.63739, 3.40312)

The HOMO-LUMO gap (spin up / spin down) is 7.833 / 7.833 eV. Its SMILES is CC1=CP2(=C(C)C=CC=P#C2)C=C1C. Its HOMO energy (spin up / spin down) is -7.952 / -7.953 eV. As for the net charge: 0. The total energy is -1148.1501 Eh. The spin multiplicity is 1.

Results of the Mulliken charge analysis, in e, for atoms 1 through 6: atom 1 (C): 0.080, atom 2 (C): -0.201, atom 3 (C): -1.089, atom 4 (C): -1.021, atom 5 (C): -0.755, atom 6 (C): 0.495



Computed energy relative to the best compared isomer or geometry (same formula, charge and spin) (kcal per mole) in order:
60.2 103.4 47.3